Computed, not measured: one molecule with the formula C17H28N2O2S, with wB97M-V/def2-TZVPD.

Electronic energy in eV: -35993.843
ΔE to the lowest compared entry with this formula, charge and spin in kcal/mol: 9.0
E_HOMO in eV: -8.1

Element x y z (Å)
C 1.221 2.842 0.822
C 1.155 2.178 2.191
H 0.129 2.216 2.555
H 1.778 2.728 2.901
C 1.645 0.723 2.140
N 0.843 -0.059 1.205
C -0.479 -0.359 1.723
H -0.990 -0.990 0.996
C -0.461 -1.052 3.092
C 0.303 -0.193 4.093
C 1.698 0.094 3.547
H 2.243 0.758 4.220
H 2.250 -0.847 3.490
H -0.234 0.743 4.259
H 0.380 -0.706 5.055
H -1.485 -1.218 3.430
H 0.026 -2.025 2.998
H -1.038 0.578 1.799
C 1.516 -1.211 0.635
H 2.367 -1.539 1.247
H 0.812 -2.041 0.577
C 2.049 -0.981 -0.799
N 1.013 -0.354 -1.615
S -0.486 -1.027 -1.901
O -0.635 -1.118 -3.329
O -0.707 -2.215 -1.124
C -1.609 0.251 -1.342
C -2.797 -0.115 -0.740
C -3.686 0.868 -0.334
C -3.377 2.203 -0.540
C -2.190 2.559 -1.161
C -1.303 1.577 -1.571
H -0.379 1.829 -2.065
H -1.957 3.600 -1.327
H -4.067 2.970 -0.220
H -4.615 0.593 0.141
H -3.007 -1.163 -0.594
H 1.379 -0.057 -2.508
C 3.253 -0.035 -0.812
H 2.948 0.955 -0.492
H 4.030 -0.408 -0.150
H 3.665 0.035 -1.818
C 2.452 -2.338 -1.393
H 1.582 -2.987 -1.445
H 3.214 -2.812 -0.779
H 2.846 -2.207 -2.399
H 2.666 0.745 1.748
H 0.740 3.817 0.845
H 2.255 2.981 0.513
H 0.716 2.212 0.095

---

Computed, not measured: a 4-piece molecular cluster, C17H28O14S overall, with wB97M-V/def2-TZVPD.

Electronic energy in eV: -57580.000
E_HOMO in eV: -10.0

Element x y z (Å)
C -0.065 6.399 0.759
C 0.320 5.105 1.628
C -0.458 3.761 1.147
C -1.947 3.874 1.717
O 0.323 2.656 1.670
S -0.587 1.258 1.864
O -1.145 0.781 0.526
O 0.523 0.131 2.463
C 1.430 -0.338 1.427
C 1.180 -1.938 1.298
O 0.783 -2.337 -0.042
C 1.487 -3.515 -0.475
C 0.712 -4.868 -0.973
O 2.744 -3.583 -0.525
H 0.772 7.171 0.914
H -1.031 6.826 1.204
H -0.171 6.066 -0.323
H 1.435 4.870 1.452
H 0.228 5.266 2.761
H -0.467 3.827 -0.001
H -2.007 3.927 2.862
H -2.675 3.090 1.318
H -2.355 4.889 1.349
H 2.517 -0.246 1.798
H 1.347 0.204 0.434
H 2.102 -2.487 1.699
H 0.311 -2.228 1.998
H -0.302 -4.561 -1.392
H 1.323 -5.362 -1.804
H 0.596 -5.619 -0.121
C -1.734 -1.257 -3.971
C -0.460 -1.921 -3.545
O -0.609 -3.245 -4.026
C -1.498 -3.200 -5.057
O -1.725 -4.115 -5.793
O -2.093 -1.978 -5.143
H -1.599 -0.197 -4.192
H -2.532 -1.366 -3.231
H 0.420 -1.472 -4.014
H -0.327 -1.916 -2.461
C -3.915 -2.758 2.751
C -2.710 -1.882 2.590
O -3.003 -0.774 3.428
C -3.894 -1.204 4.363
O -4.224 -0.571 5.323
O -4.361 -2.448 4.065
H -3.675 -3.819 2.662
H -4.710 -2.513 2.040
H -1.793 -2.361 2.944
H -2.566 -1.559 1.558
C 4.673 0.543 -2.377
C 3.718 -0.147 -1.450
O 3.359 0.883 -0.536
C 3.567 2.071 -1.169
O 3.210 3.131 -0.746
O 4.232 1.895 -2.343
H 4.630 0.146 -3.392
H 5.706 0.500 -2.022
H 2.816 -0.497 -1.962
H 4.176 -0.988 -0.928

---

Computed, not measured: one molecule with the formula C17H28O2, with wB97M-V/def2-TZVPD.

Electronic energy in eV: -22177.764
ΔE to the lowest compared entry with this formula, charge and spin in kcal/mol: 12.8
E_HOMO in eV: -8.4

Element x y z (Å)
O -2.471 -0.140 -1.720
O -1.749 -1.965 -0.564
C -1.012 1.572 -0.505
C -0.200 1.814 0.563
C -4.024 -2.011 -1.476
C -1.947 -2.131 -2.913
C -1.132 1.319 2.749
C 0.704 3.879 1.587
C 1.990 2.642 -0.232
C -1.125 -1.559 2.174
C 1.089 -1.298 1.109
C -1.062 2.703 -1.482
C -1.822 0.291 -0.539
C -0.132 3.765 -0.891
C -0.911 -0.866 -0.228
C -2.566 -1.563 -1.649
C -0.132 0.829 1.697
C 0.622 3.077 0.297
C -0.300 -0.686 1.188
H -4.473 -1.485 -0.639
H -4.598 -1.735 -2.337
H -4.092 -3.117 -1.329
H -0.878 -1.971 -2.900
H -2.359 -1.673 -3.837
H -2.169 -3.166 -3.003
H -0.915 2.317 3.145
H -2.138 1.295 2.382
H -1.109 0.713 3.656
H 1.255 4.807 1.404
H -0.340 4.127 1.903
H 1.199 3.317 2.357
H 1.884 2.113 -1.176
H 2.629 3.526 -0.414
H 2.525 2.019 0.491
H -1.182 -2.619 1.843
H -0.677 -1.537 3.170
H -2.179 -1.248 2.189
H 1.659 -0.802 0.293
H 1.092 -2.391 0.936
H 1.579 -1.164 2.055
H -2.115 3.052 -1.585
H -0.711 2.397 -2.467
H -2.617 0.371 0.217
H 0.582 4.161 -1.662
H -0.733 4.564 -0.552
H -0.109 -0.831 -0.955
H 0.850 0.946 2.087

---

Computed, not measured: C17H29BrN6OPS4Sr as an isolated structure, with wB97M-V/def2-TZVPD.

Electronic energy in eV: -152593.371
ΔE to the lowest compared entry with this formula, charge and spin in kcal/mol: 0.0
Charge: +1
E_HOMO in eV: -9.8

Element x y z (Å)
Sr 0.078 0.657 -0.187
S 0.186 -0.781 2.290
S 2.044 0.044 1.911
S 3.024 -1.216 0.583
S 1.999 -1.201 -1.222
O -0.084 2.982 -6.563
C -0.133 2.417 -5.353
C -0.367 1.058 -5.139
C -0.394 0.591 -3.844
N -0.215 1.375 -2.772
C 0.019 2.654 -3.013
Br 0.332 3.731 -1.468
C 0.070 3.246 -4.252
H -0.217 2.331 -7.262
H -0.515 0.377 -5.968
H -0.555 -0.461 -3.644
H 0.269 4.299 -4.383
C 2.426 -4.856 0.863
N 1.329 -3.912 1.292
C 1.043 -4.148 2.765
N 0.695 -5.513 3.011
C 1.773 -6.385 2.555
N 2.074 -6.217 1.135
C 0.976 -6.692 0.293
P -0.635 -5.793 0.569
C 0.102 -4.093 0.450
C -0.603 -5.870 2.427
H 3.316 -4.575 1.427
H 2.604 -4.694 -0.200
H 1.679 -2.936 1.160
H 0.258 -3.454 3.053
H 1.959 -3.889 3.298
H 1.497 -7.423 2.738
H 2.671 -6.157 3.131
H 0.821 -7.755 0.484
H 1.261 -6.599 -0.757
H -0.607 -3.337 0.783
H 0.382 -3.849 -0.575
H -0.876 -6.876 2.750
H -1.366 -5.196 2.823
C -3.096 1.953 -0.844
C -4.642 2.025 -0.742
N -5.160 0.790 -0.164
C -4.649 0.654 1.198
C -3.100 0.657 1.186
N -2.604 0.712 -0.211
C -3.165 -0.438 -0.950
C -4.715 -0.349 -0.962
H -2.624 2.805 -0.350
H -2.768 1.950 -1.886
H -5.092 2.170 -1.725
H -4.957 2.856 -0.109
H -5.036 -0.274 1.621
H -5.040 1.477 1.798
H -2.687 -0.237 1.654
H -2.693 1.517 1.723
H -2.819 -1.352 -0.462
H -2.759 -0.420 -1.965
H -5.162 -1.255 -0.551
H -5.094 -0.226 -1.977

---

Computed, not measured: C17H29BrNO2P2Tc as an isolated structure, with wB97M-V/def2-TZVPD.

Electronic energy in eV: -114497.528
ΔE to the lowest compared entry with this formula, charge and spin in kcal/mol: 0.0
Spin multiplicity: 4
Charge: +1
E_HOMO (spin up / spin down) in eV: -10.8 / -11.2

Element x y z (Å)
C -0.975 3.064 -2.494
C -0.972 2.071 -1.517
N 0.171 1.732 -0.866
C 1.304 2.395 -1.140
C 1.311 3.468 -2.026
C 0.167 3.815 -2.724
C -2.275 1.441 -1.092
P -1.995 0.039 0.144
Tc 0.160 0.309 0.814
P 2.470 0.317 0.320
C 2.590 2.002 -0.417
C -0.251 -1.549 1.890
C -0.638 -1.313 3.208
C -0.591 -2.346 4.154
C -0.167 -3.634 3.775
C 0.178 -3.890 2.432
C 0.110 -2.861 1.488
O -1.955 -1.220 -4.932
O 0.343 -1.363 -2.306
H -1.954 3.338 -2.889
H 2.287 3.958 -2.185
H 0.146 4.683 -3.398
C -3.122 0.881 1.330
C -2.992 -1.318 -0.494
H 3.425 1.996 -1.136
H 2.803 2.720 0.386
H -2.896 1.133 -1.896
H -2.927 2.175 -0.579
C 3.311 0.299 1.946
C 3.585 -0.627 -0.801
H -0.946 -0.294 3.480
H -0.889 -2.134 5.186
H -0.125 -4.434 4.517
H 0.488 -4.905 2.134
H 0.351 -3.043 0.438
H 0.157 -1.442 -3.286
H 0.765 -2.182 -2.049
H -1.789 -0.946 -4.031
H -2.233 -0.383 -5.351
H 1.340 -0.907 0.976
H -4.076 1.017 0.796
H -3.249 0.236 2.209
H -2.679 1.859 1.598
H -4.049 -1.038 -0.438
H -2.755 -1.602 -1.525
H -2.862 -2.194 0.146
H 4.564 -0.126 -0.885
H 3.745 -1.648 -0.421
H 3.133 -0.704 -1.804
H 4.395 0.491 1.839
H 2.820 1.053 2.583
H 3.131 -0.699 2.390
Br 0.112 2.311 2.508